Entry 1:
95
Properties=species:S:1:pos:R:3:mulliken_charge:R:1 method="wB97M-V/def2-TZVPD" orbital_gap_ev=8.7 de_lowest_kcal_mol=184.1 total_charge=-1 lumo_energy_ev=2.729
C 3.7000 42.2080 44.2860 -0.05
O 3.5090 40.8990 44.4050 -1.43
H 2.9920 42.7670 43.6860 0.43
H 4.6230 42.3330 43.7000 -0.51
H 3.6710 42.7650 45.2950 0.17
N 5.7100 40.2190 42.3660 1.96
C 6.2990 38.9590 42.2460 -0.58
C 7.2840 39.1730 41.3540 -0.55
C 7.0600 40.5910 40.7480 -0.72
C 6.0350 41.1580 41.4270 0.12
H 4.8200 40.4110 43.0040 -0.60
H 6.1090 38.1340 43.0640 0.15
H 8.1160 38.5460 41.2020 0.48
H 7.5900 41.0200 39.9270 0.51
H 5.3380 41.9890 41.1280 -0.57
N 5.0810 45.6770 46.2560 0.08
C 5.9920 46.0600 47.3020 -0.44
C 5.0830 46.0700 48.3270 -0.59
C 3.6130 45.7750 47.8310 -0.83
C 3.7430 45.5390 46.5290 -0.63
H 5.6120 45.4930 45.1780 0.40
H 6.9770 46.0470 47.1890 0.50
H 5.3390 46.1950 49.4110 0.29
H 2.8090 45.8720 48.4150 0.75
H 3.0280 45.3240 45.8360 0.68
N 8.1160 41.8610 43.7610 0.19
C 9.3280 42.3840 43.3450 -0.34
C 9.8140 43.0020 44.4710 -0.49
C 8.8950 42.9370 45.5480 -0.99
C 7.8560 42.1060 45.0120 -0.13
H 7.3600 41.3110 43.1370 0.22
H 9.5850 42.7450 42.1110 0.20
H 10.7790 43.4080 44.4610 0.49
H 9.0230 43.1370 46.6320 0.45
H 7.1920 41.7880 45.8060 0.23
N 4.8420 39.5940 46.0840 0.58
C 4.4120 39.0510 47.2970 -0.72
C 5.3820 38.2060 47.7420 -0.59
C 6.4970 38.2320 46.7220 -0.76
C 6.0950 39.0970 45.7740 -0.39
H 4.3750 40.1270 45.4900 0.20
H 3.4980 39.2750 47.7920 0.45
H 5.4690 37.6230 48.6940 0.32
H 7.5530 37.8330 46.7370 0.32
H 6.6130 39.2690 44.8670 0.53
N 3.1340 43.0770 40.4930 0.28
C 3.5470 42.8880 39.1440 -0.56
C 4.2340 44.1020 38.8630 -0.68
C 4.0650 44.9800 40.0110 -0.78
C 3.3130 44.3430 40.9830 -1.04
H 2.7070 42.2170 41.0590 0.14
H 3.4850 42.0900 38.5210 0.49
H 4.8300 44.3470 37.9330 0.30
H 4.3150 45.8530 40.0540 1.08
H 3.0440 44.8160 41.7900 0.80
N 1.7830 40.5180 42.1920 0.35
C 0.5570 41.1200 42.0070 -0.13
C 0.2260 40.6400 40.7330 -0.71
C 1.3080 39.8210 40.1540 -1.33
C 2.2910 39.8050 41.0850 -0.58
H 2.3340 40.9630 42.8930 0.03
H -0.0250 41.7840 42.6430 0.43
H -0.6160 41.0180 40.0030 0.17
H 1.2820 39.2170 39.4610 0.91
H 3.2210 39.4260 41.0300 0.83
N 7.1810 44.9080 43.7090 0.04
C 7.7380 46.0820 43.9780 -0.80
C 6.9970 47.0200 43.3830 -0.71
C 5.8590 46.2250 42.6510 -0.54
C 6.0530 44.9400 42.9410 -0.77
H 7.6840 44.0790 43.9540 0.78
H 8.6040 46.2580 44.4630 0.53
H 7.1330 48.1710 43.3060 0.25
H 5.1070 46.6720 42.2100 0.74
H 5.4630 44.2090 42.7260 0.60
N 3.9310 36.9260 44.9820 -0.08
C 4.5320 35.6320 44.8670 -0.33
C 3.8090 35.0820 43.8160 -0.67
C 2.8310 36.1160 43.2030 -0.48
C 2.9540 37.1920 44.0540 -0.47
H 4.3140 37.5340 45.5710 0.76
H 5.2100 35.3950 45.7640 0.29
H 3.9560 34.0850 43.4150 0.37
H 2.1540 35.8040 42.3170 0.31
H 2.4540 38.1720 43.9060 0.48
N 1.2080 42.0470 46.2390 0.05
C 1.1280 42.9780 47.3930 -0.72
C -0.0690 43.1610 47.6300 0.05
C -0.9690 42.2210 46.7480 -1.07
C -0.0790 41.8570 45.7340 0.38
H 2.1370 41.8920 45.7000 0.30
H 2.1590 43.4760 47.6600 0.25
H -0.5460 43.8210 48.4330 0.30
H -1.9510 42.2660 46.7710 0.47
H -0.0970 41.6130 44.6360 -0.12



Entry 2:
105
Properties=species:S:1:pos:R:3:mulliken_charge:R:1 method="wB97M-V/def2-TZVPD" orbital_gap_ev=3.8 de_lowest_kcal_mol=45.6 total_charge=-2 lumo_energy_ev=3.557
Sc 1.0102 -0.2520 -2.2060 -0.03
O -1.1289 -0.2314 -5.5400 -0.76
C -0.2876 0.0487 -4.7068 0.73
O 0.6370 -0.7179 -4.2243 -0.54
C -0.2859 1.4565 -3.9993 0.45
O -1.2301 2.2265 -4.1072 -0.74
O 0.7606 1.6034 -3.2565 -0.51
Se 3.6595 0.4411 -2.0127 -0.80
Te 5.9496 0.4389 -1.0584 -0.50
Te 4.2820 -3.1737 -0.5141 -0.68
Se 3.1757 -1.9554 -2.3760 -0.32
C -4.3008 2.3389 -1.6648 -1.31
C -3.3642 1.2186 -2.0935 -0.15
S -1.8169 1.3116 -1.2004 0.45
O -1.0681 0.0554 -1.6589 -0.06
C -2.3556 0.8416 0.4495 1.37
C -3.0278 -0.5175 0.5354 -1.09
H -5.1473 2.3987 -2.3491 0.45
H -3.7860 3.3011 -1.6873 0.30
H -4.6905 2.1836 -0.6569 0.26
H -3.0532 1.3237 -3.1336 0.54
H -3.7793 0.2228 -1.9381 -0.12
H -2.9535 1.6672 0.8420 0.47
H -1.4126 0.8365 0.9947 -1.53
H -4.0645 -0.4899 0.1904 0.35
H -3.0219 -0.8554 1.5733 0.49
H -2.4702 -1.2486 -0.0539 -0.08
C 1.0455 -5.5635 -1.1290 -0.61
N 0.0010 -4.5981 -0.7890 0.41
C 0.1517 -4.0610 0.5736 -0.88
P -0.5825 -3.5662 -1.9176 -1.80
O 0.0056 -2.2007 -1.9886 1.86
N -0.4856 -4.2924 -3.3899 0.68
C 0.5691 -3.9865 -4.3462 -0.62
C -1.2476 -5.4856 -3.6801 -1.12
N -2.1979 -3.4409 -1.5383 0.76
C -2.9711 -4.4066 -0.7915 -1.18
C -2.9870 -2.5888 -2.4166 -1.11
H 2.0422 -5.1304 -1.0188 -0.04
H 0.9187 -5.9204 -2.1511 0.20
H 0.9596 -6.4191 -0.4513 0.35
H 1.1187 -3.5797 0.7101 0.10
H 0.0564 -4.8790 1.2939 0.33
H -0.6199 -3.3215 0.7840 0.25
H 1.0458 -3.0438 -4.0933 -0.15
H 0.1333 -3.8717 -5.3423 0.30
H 1.3196 -4.7856 -4.3722 0.23
H -1.9403 -5.7112 -2.8708 0.25
H -0.5903 -6.3547 -3.8122 0.43
H -1.8224 -5.3568 -4.6039 0.30
H -2.3098 -5.0669 -0.2360 0.34
H -3.6082 -5.0146 -1.4510 0.33
H -3.6275 -3.8904 -0.0824 0.26
H -2.3535 -1.8281 -2.8719 0.01
H -3.7700 -2.0878 -1.8402 0.42
H -3.4685 -3.1734 -3.2124 0.32
F -0.5350 0.2207 7.1504 -0.44
C -0.0668 -0.1825 5.9047 0.23
C -0.8462 -0.0031 4.7836 0.00
C -0.3879 -0.4138 3.5410 0.03
C 0.9003 -1.0344 3.3399 0.71
C 1.4129 -1.3812 2.1115 -1.23
C 1.6320 -1.2401 4.5798 -0.79
C 1.1662 -0.8216 5.8041 -0.69
H -1.8268 0.4553 4.8875 0.42
H -1.0322 -0.2928 2.6865 0.07
H 2.3828 -1.8510 2.0242 0.07
H 0.9045 -1.1093 1.1818 -0.07
H 2.5992 -1.7302 4.5210 0.38
H 1.7567 -0.9791 6.7017 0.38
O 1.0481 1.2899 -0.2910 2.63
P 1.2761 2.4691 0.6015 1.25
C 2.3003 2.0412 1.9935 1.00
C 2.2924 2.7357 3.2080 -0.24
C 3.1440 2.3521 4.2270 -1.08
C 4.0148 1.2802 4.0309 -0.49
C 4.0421 0.6064 2.8253 -0.85
C 3.1774 0.9734 1.8005 -0.24
C 2.0772 3.8535 -0.2469 0.21
C 2.6381 4.8955 0.4931 -0.78
C 3.2358 5.9633 -0.1522 -0.64
C 3.2804 5.9959 -1.5432 -0.48
C 2.7285 4.9610 -2.2779 -0.92
C 2.1240 3.8847 -1.6339 0.12
C -0.2513 3.2147 1.2546 0.48
C -0.7894 2.8176 2.4754 -0.29
C -1.9961 3.3511 2.9118 -1.11
C -2.6729 4.2738 2.1279 -0.86
C -2.1450 4.6682 0.9038 -0.59
C -0.9356 4.1446 0.4715 -1.01
H 1.6092 3.5627 3.3654 0.42
H 3.1170 2.8704 5.1777 0.35
H 4.6703 0.9703 4.8370 0.36
H 4.7213 -0.2206 2.6595 0.49
H 3.1957 0.4399 0.8600 -0.28
H 2.6267 4.8589 1.5752 0.32
H 3.6812 6.7634 0.4266 0.41
H 3.7586 6.8268 -2.0488 0.36
H 2.7692 4.9734 -3.3597 0.47
H 1.6898 3.0783 -2.2162 0.38
H -0.2879 2.0638 3.0755 0.60
H -2.4045 3.0326 3.8632 0.48
H -3.6147 4.6880 2.4694 0.36
H -2.6730 5.3855 0.2875 0.48
H -0.5225 4.4503 -0.4825 0.36



Entry 3:
166
Properties=species:S:1:pos:R:3:mulliken_charge:R:1 method="wB97M-V/def2-TZVPD" orbital_gap_ev=8.0 total_charge=+1 lumo_energy_ev=-3.665
C 9.2523 1.6801 -1.4107 -1.43
C 7.8888 1.3901 -0.8369 1.06
O 7.7630 0.9790 0.2895 -0.66
O 6.8850 1.6405 -1.7120 -0.29
C 5.6790 2.1798 -1.1206 -0.15
C 4.7075 0.9813 -0.9573 0.20
N 3.4032 1.2087 -0.3062 1.13
C 3.3144 1.8302 1.0060 -0.61
C 1.8958 1.9606 1.5506 0.46
C 1.0419 3.0021 0.7931 -0.61
O 0.7847 4.1348 1.6296 -0.64
C 2.4541 0.2125 -0.6012 -3.76
N 1.4538 0.6010 -1.5044 1.28
N 0.1054 0.5854 -1.0415 0.06
C 1.6484 0.0991 -2.8693 0.03
C 0.3731 -0.4959 -3.4748 0.05
O 0.2503 -1.6629 -3.6388 -0.44
Br -1.0000 0.7455 -4.0768 -0.15
N 2.4871 -0.9941 -0.1402 1.57
C 1.4928 -2.0012 -0.5351 -0.54
C 3.5216 -1.5162 0.7676 -0.38
C 2.9983 -2.5462 1.7641 -0.72
C 1.8645 -2.0192 2.6558 0.13
F 2.1434 -2.2862 3.9786 -0.40
H 9.9881 1.4006 -0.6656 0.39
H 9.4251 1.1252 -2.3293 0.33
H 9.3544 2.7478 -1.5952 0.36
H 6.0341 2.7198 -0.2343 -0.11
H 5.2216 2.8246 -1.8644 0.41
H 4.4765 0.6889 -1.9819 0.08
H 5.2937 0.1624 -0.5454 0.03
H 3.9371 1.3613 1.7719 0.26
H 3.6926 2.8481 0.9252 0.63
H 1.9969 2.3627 2.5531 0.65
H 1.3831 0.9989 1.6568 -0.50
H 1.5549 3.3433 -0.1036 0.39
H 0.0746 2.6038 0.4973 -0.09
H -0.0151 3.9348 2.1280 0.35
H -0.3747 1.4398 -1.2909 -0.25
H 0.0448 0.4278 -0.0452 0.12
H 1.9522 0.9095 -3.5392 0.44
H 2.4536 -0.6331 -2.8922 0.17
H 2.0100 -2.9396 -0.7093 0.56
H 0.9777 -1.7219 -1.4463 0.10
H 0.7440 -2.1071 0.2438 0.16
H 4.2654 -2.0262 0.1532 0.43
H 4.0308 -0.7411 1.3191 0.41
H 2.7636 -3.4992 1.2991 -0.26
H 3.8382 -2.7244 2.4344 0.94
H 1.7820 -0.9363 2.5357 -0.47
H 0.9298 -2.5103 2.3999 0.32
C -3.8974 -1.7552 -4.2897 0.87
Cl -4.2092 -2.7227 -2.8499 -0.13
Cl -3.1971 -2.7472 -5.5743 -0.17
Cl -5.3737 -0.9677 -4.8518 -0.14
H -3.1807 -0.9864 -4.0320 -0.48
C 5.2720 1.7845 -6.1269 -0.15
Cl 6.6544 2.8139 -5.7588 -0.10
Cl 5.3228 0.2811 -5.1963 0.00
Cl 3.7565 2.6419 -5.8149 -0.11
H 5.3097 1.5325 -7.1783 0.36
C 4.1418 -3.7282 -4.7331 -0.19
Cl 5.5243 -2.7318 -4.2666 -0.14
Cl 4.0240 -5.1683 -3.7366 -0.06
Cl 2.6467 -2.8043 -4.5908 -0.05
H 4.2898 -4.0132 -5.7665 0.41
C -1.8861 5.1355 -0.8161 -0.14
Cl -3.6221 5.3238 -0.9970 0.09
Cl -1.4104 3.4761 -1.2358 -0.03
Cl -1.0089 6.2927 -1.8075 -0.13
H -1.6238 5.3081 0.2194 0.26
C -4.4641 -3.4868 -9.0309 0.76
Cl -6.0999 -2.9444 -9.3951 -0.06
Cl -4.3454 -5.2430 -9.1317 -0.13
Cl -3.2892 -2.7180 -10.1038 -0.14
H -4.2337 -3.1907 -8.0170 -0.42
C -3.6766 -0.1481 3.3164 0.44
Cl -5.3078 0.2338 2.8104 -0.08
Cl -3.4331 -1.8895 3.4503 -0.10
Cl -2.4846 0.5535 2.2047 0.04
H -3.5133 0.2930 4.2892 -0.27
C 6.4551 3.9863 3.5797 -0.20
Cl 6.9488 2.9536 4.9199 -0.04
Cl 6.7391 3.1596 2.0382 -0.02
Cl 4.7660 4.4840 3.7054 -0.11
H 7.0692 4.8762 3.6159 0.38
C 7.8936 -1.3354 6.9401 -0.09
Cl 8.6419 -1.5506 5.3497 -0.03
Cl 8.8636 -2.1190 8.1820 -0.10
Cl 7.6959 0.3810 7.2953 -0.12
H 6.9185 -1.7969 6.9285 0.34
C -4.9978 2.2349 -2.9141 -0.33
Cl -4.2601 1.3299 -1.5952 -0.07
Cl -5.6369 3.7677 -2.3232 -0.01
Cl -3.8176 2.5079 -4.1942 -0.10
H -5.8187 1.6587 -3.3207 0.38
C -4.5474 9.3514 -1.6850 -0.07
Cl -6.2501 9.4466 -1.2430 -0.10
Cl -3.5824 8.8174 -0.3061 -0.10
Cl -4.3229 8.2721 -3.0626 -0.09
H -4.2116 10.3381 -1.9732 0.36
C 5.1323 -6.1123 0.1760 -0.16
Cl 4.3724 -7.5038 -0.5962 -0.10
Cl 5.9091 -5.0874 -1.0289 -0.09
Cl 3.9467 -5.1699 1.0911 -0.08
H 5.8820 -6.4715 0.8684 0.41
C -2.7344 2.3718 7.5694 -0.08
Cl -1.3503 1.6611 8.3964 -0.13
Cl -2.5000 2.3215 5.8134 -0.10
Cl -4.2299 1.5732 8.0453 -0.01
H -2.8008 3.4125 7.8569 0.33
C 0.8384 -7.0043 -3.2444 0.63
Cl 0.4871 -7.7816 -1.6994 -0.10
Cl 1.4438 -8.1726 -4.4171 -0.12
Cl -0.5843 -6.1654 -3.8671 -0.10
H 1.6119 -6.2673 -3.0774 -0.30
C 9.2349 -1.4137 0.8613 1.39
Cl 10.9005 -1.4350 0.2859 -0.15
Cl 8.3822 -2.8826 0.3824 -0.10
Cl 9.1770 -1.2031 2.6120 -0.09
H 8.7293 -0.5709 0.4097 -1.06
C -0.1590 -6.6407 2.2639 -0.04
Cl -0.5029 -8.0529 3.2557 -0.11
Cl 0.0066 -5.1936 3.2706 -0.12
Cl 1.2921 -6.8866 1.2931 0.00
H -0.9936 -6.4879 1.5922 0.29
C -7.2413 -0.4456 6.5547 -0.10
Cl -5.5558 -0.4764 6.0283 -0.08
Cl -8.0833 -1.9097 6.0494 -0.13
Cl -7.3324 -0.2387 8.3012 0.02
H -7.7228 0.4018 6.0834 0.28
C 12.0709 -1.7090 5.3792 0.85
Cl 11.9140 -3.1563 6.3740 -0.10
Cl 12.0888 -0.2564 6.3800 -0.11
Cl 13.5124 -1.7935 4.3672 -0.14
H 11.2102 -1.6550 4.7280 -0.46
C -8.9014 6.9416 -2.1462 -0.02
Cl -7.2962 6.3649 -1.6992 0.02
Cl -8.9825 7.2783 -3.8744 -0.12
Cl -10.1409 5.7803 -1.6730 -0.13
H -9.0859 7.8659 -1.6144 0.29
C -10.2152 -2.8746 -8.2085 0.07
Cl -9.3822 -3.8601 -7.0075 -0.12
Cl -10.7884 -1.3666 -7.4890 -0.12
Cl -9.1632 -2.5456 -9.5833 -0.12
H -11.0746 -3.4271 -8.5636 0.28
C -13.9210 -1.1071 -4.8981 0.35
Cl -13.1505 -1.0014 -3.3141 -0.12
Cl -14.4987 -2.7443 -5.2058 -0.12
Cl -15.2364 0.0591 -5.0330 -0.12
H -13.1798 -0.8679 -5.6486 0.02
C -0.8920 0.1488 -8.8030 -0.07
Cl 0.7453 0.0582 -8.1390 -0.09
Cl -2.0552 -0.5356 -7.6730 0.06
Cl -1.3075 1.8138 -9.2045 -0.12
H -0.9205 -0.4367 -9.7129 0.27
C -6.1390 -1.1401 11.9998 -0.09
Cl -6.8217 -2.5379 11.1691 -0.11
Cl -5.2948 -0.0963 10.8575 -0.06
Cl -7.3975 -0.2400 12.8491 -0.12
H -5.4285 -1.4962 12.7332 0.37
C -9.5455 3.0196 9.9022 0.00
Cl -8.7945 2.0818 11.1967 -0.05
Cl -10.1790 4.5447 10.5210 -0.13
Cl -8.4049 3.3191 8.5861 -0.11
H -10.3741 2.4468 9.5079 0.29



Entry 4:
102
Properties=species:S:1:pos:R:3:mulliken_charge:R:1 method="wB97M-V/def2-TZVPD" orbital_gap_ev=5.7 total_charge=-1 lumo_energy_ev=1.877
Mg 10.0980 12.4074 10.6083 1.15
C 12.2451 7.9136 9.7409 -0.88
C 11.2299 7.3807 10.7563 0.82
C 10.9221 6.0586 10.8800 -0.76
C 9.8610 5.6795 11.7023 -0.69
C 9.0731 6.6546 12.4219 -0.73
C 9.3922 8.0090 12.3413 0.94
C 8.5839 9.0305 13.0572 -0.98
C 10.5448 8.4134 11.5211 -0.11
N 10.9487 9.6980 11.5846 0.59
C 12.1649 9.9336 12.2133 -0.20
O 13.1641 9.2514 12.3473 -0.79
C 12.1896 11.3013 12.9389 0.30
C 13.0363 11.3643 14.0515 -0.95
C 13.0923 12.5352 14.7223 -0.70
C 12.2329 13.5930 14.2550 -1.04
C 11.3813 13.4032 13.1375 0.31
N 11.2885 12.2006 12.5342 0.47
C 10.4915 14.5153 12.6862 -0.01
O 10.7456 15.6364 13.1931 -0.86
N 9.4682 14.0947 11.8880 0.53
C 8.2938 14.8298 12.0748 -0.70
C 7.2354 14.2862 12.8937 1.21
C 7.5098 13.0639 13.7293 -1.29
C 5.9946 14.9587 13.0287 -0.91
C 5.7868 16.1670 12.3652 -0.68
C 6.8461 16.7670 11.6862 -0.73
C 8.0722 16.1620 11.5573 1.25
C 9.1862 16.7781 10.9340 -1.51
H 13.0317 8.4845 10.2919 0.20
H 11.6780 8.5385 9.0060 -0.15
H 12.7533 7.1305 9.1714 0.41
H 11.4425 5.3238 10.2619 0.35
H 9.5443 4.6519 11.8326 0.36
H 8.4123 6.2592 13.2357 0.28
H 7.5856 9.0739 12.6349 0.23
H 9.0815 10.0082 12.8505 -0.28
H 8.5375 8.9294 14.1391 0.40
H 13.5904 10.4697 14.3476 0.45
H 13.6993 12.6226 15.6177 0.40
H 12.3355 14.6165 14.5743 0.49
H 8.5608 12.8024 13.5914 -0.20
H 6.9458 12.2044 13.4496 0.34
H 7.3535 13.1353 14.8360 0.37
H 5.1908 14.5292 13.5775 0.46
H 4.7914 16.5735 12.3536 0.38
H 6.7131 17.6719 11.1442 0.42
H 9.4745 16.1884 10.0610 -0.01
H 10.0529 16.8411 11.6728 0.22
H 9.0327 17.8308 10.5636 0.36
C 6.9235 14.3054 5.9586 -1.23
N 7.5354 14.3199 7.3085 0.69
C 7.1502 15.2738 8.2553 -0.94
P 8.8794 13.4450 7.6074 -0.91
O 9.4486 13.6757 9.0042 0.37
O 8.4937 11.8702 7.5343 -0.17
P 7.8684 10.9248 8.7386 -0.92
O 8.6998 11.0355 10.0485 0.60
N 6.2715 11.2476 9.0836 0.84
C 5.8406 11.9753 10.2466 -0.80
C 5.1795 11.0120 8.1664 -1.02
N 8.0824 9.4668 7.9874 0.56
C 8.2621 9.5084 6.4881 -0.89
C 7.6189 8.1818 8.5886 -1.04
N 9.8119 13.6393 6.1939 0.30
C 10.8154 12.6791 5.8132 -0.70
C 10.2720 15.0303 5.8994 -1.14
H 6.7769 15.2525 5.4807 0.37
H 5.9236 13.9282 6.1275 0.38
H 7.5245 13.6639 5.3252 0.39
H 6.9206 14.6731 9.1850 0.10
H 6.2931 15.9164 8.0374 0.39
H 7.9307 16.0150 8.3984 0.33
H 5.5948 13.0349 10.0630 0.24
H 6.5329 11.7963 11.0959 -0.02
H 4.8529 11.4958 10.4659 0.42
H 5.5975 10.4002 7.3768 0.26
H 4.8791 12.0060 7.7540 0.30
H 4.3239 10.4035 8.5865 0.33
H 9.2796 9.9600 6.2197 0.01
H 7.4522 10.0447 6.0196 0.36
H 8.1628 8.4897 6.1516 0.49
H 7.2688 8.4320 9.6295 0.31
H 8.5309 7.5551 8.7652 0.33
H 6.9163 7.6557 7.9548 0.41
H 10.4100 11.8476 5.2687 0.19
H 11.2898 12.2826 6.7290 0.03
H 11.6434 13.1245 5.2413 0.44
H 10.7090 15.0088 4.9121 0.47
H 10.9994 15.3787 6.5586 0.39
H 9.4716 15.7688 5.7268 0.28
C 14.4046 11.9723 8.0742 -0.77
C 14.1957 12.9064 9.0926 -0.78
C 12.9262 13.0766 9.6982 -0.73
C 11.8662 12.1489 9.4576 0.88
C 12.1086 11.2791 8.3980 -0.67
C 13.2920 11.1717 7.6950 -0.10
H 15.3604 11.7614 7.6641 0.42
H 15.0372 13.5155 9.3879 0.38
H 12.8218 13.9699 10.3348 0.30
H 11.2720 10.6875 8.0642 0.41
H 13.5761 10.4086 6.9862 0.39



| no. | largest force on an atom (eV Å⁻¹) | E_HOMO (eV) |
| --- | --- | --- |
| 1 | 11.10 | -5.95 |
| 2 | 0.72 | -0.21 |
| 3 | 1.32 | -11.65 |
| 4 | 4.04 | -3.81 |